Record 1
24
Properties=species:S:1:pos:R:3:nbo_charge:R:1 method="wB97M-V/def2-TZVPD" homo_energy_ev=-8.24 total_energy_ha=-2915.0638 orbital_gap_ev=8.15 mol_weight_g_mol=240.17 charge=0
N -0.643 0.204 0.258 -0.303
H 2.186 2.912 3.607 0.211
C 0.565 1.396 3.616 -0.227
H -2.518 0.625 -3.397 0.229
C 1.873 2.309 1.697 -0.216
C 1.650 2.186 3.040 -0.214
C -0.595 -2.765 -1.327 -0.632
C 0.028 0.781 1.314 0.029
H 0.228 1.266 4.605 0.220
C 0.224 -1.835 -2.236 -0.668
H 0.036 -3.549 -0.786 0.232
C -2.056 -0.369 -3.383 -0.840
H -1.123 -2.288 -0.524 0.249
H -2.689 -1.220 -3.145 0.213
C 1.033 1.643 0.797 0.063
H 1.267 -1.776 -1.928 0.260
N 0.018 0.711 -0.753 -0.134
Se -0.436 -0.172 -2.613 1.105
C -0.249 0.743 2.664 -0.192
H -1.405 -3.332 -1.994 0.210
H 2.700 2.824 1.290 0.217
H -1.206 0.350 2.963 0.212
H 0.167 -2.196 -3.256 0.249
N 0.945 1.551 -0.511 -0.275

***

Record 2
33
Properties=species:S:1:pos:R:3:nbo_charge:R:1 method="wB97M-V/def2-TZVPD" homo_energy_ev="-12.39 / -13.54" spin_multiplicity=5 total_energy_ha=-1297.6109 orbital_gap_ev="8.60 / 4.28" mol_weight_g_mol=409.63 charge=+1
O -5.819 -1.264 -3.183 -0.339
H 6.596 0.727 0.579 0.250
H 6.656 0.296 2.300 0.254
H -5.655 -0.605 -0.853 0.298
H 1.767 3.188 1.538 0.393
C -1.741 -0.600 -0.833 -0.206
H -1.904 -0.016 1.232 0.255
C -3.862 -0.275 0.318 -0.005
O 0.348 -0.906 -1.913 -0.508
N -4.605 0.070 1.537 0.507
O -3.965 0.358 2.557 -0.355
C -2.450 -0.931 -2.003 -0.096
N 1.741 2.143 1.505 -0.626
C -4.567 -0.604 -0.847 -0.103
H 1.629 2.073 -0.496 0.425
Pd 2.251 -0.289 0.268 1.271
C 4.718 0.025 1.359 0.759
H 3.227 2.079 0.146 0.409
O 0.336 -0.289 0.268 -0.566
C -0.226 -0.598 -0.825 0.727
O 4.202 0.344 2.466 -0.499
C -2.463 -0.271 0.330 -0.062
O -5.845 0.053 1.475 -0.336
C -3.849 -0.931 -2.006 0.019
H 2.367 1.771 2.254 0.403
N 2.251 1.720 0.268 -0.586
O -3.928 -1.565 -4.246 -0.343
H -1.882 -1.185 -2.900 0.279
H 6.596 -0.984 1.072 0.261
O 4.165 -0.289 0.268 -0.621
C 6.236 0.016 1.329 -0.724
H 2.251 -1.981 0.268 -0.039
N -4.579 -1.278 -3.232 0.506

***

Record 3
24
Properties=species:S:1:pos:R:3:nbo_charge:R:1 method="wB97M-V/def2-TZVPD" homo_energy_ev=-9.16 total_energy_ha=-952.8300 orbital_gap_ev=9.84 e_above_lowest_kcal_mol=102.6 mol_weight_g_mol=197.26 charge=0
C -0.397 -1.647 -0.148 -0.205
C -1.750 -1.368 0.212 -0.211
C -1.299 0.932 0.728 -0.210
C -3.650 0.252 1.001 -0.634
H -1.702 1.946 0.757 0.210
C -2.245 -0.075 0.573 0.012
O 2.895 -0.709 2.164 -0.536
H -0.008 -2.658 -0.544 0.243
H 0.883 0.272 -4.138 0.191
C 0.377 -0.532 -0.228 -0.225
C 3.385 0.341 1.862 0.311
N 1.315 -0.713 -2.464 -0.600
C -0.048 0.764 0.144 -0.200
H 2.778 1.294 2.096 0.090
C 1.549 0.233 -3.243 -0.060
H -4.136 -0.664 1.003 0.211
H -3.544 0.585 2.025 0.226
H 2.302 1.046 -3.005 0.188
S 2.082 -0.803 -0.870 1.384
H 4.437 0.564 1.772 0.119
H 0.680 1.543 0.150 0.233
H -2.479 -2.056 0.474 0.206
O 2.906 0.441 -0.704 -0.972
H -4.330 1.011 0.382 0.227

***

Record 4
24
Properties=species:S:1:pos:R:3:nbo_charge:R:1 method="wB97M-V/def2-TZVPD" homo_energy_ev=-8.24 total_energy_ha=-629.9655 smiles="CNC(=O)Oc1cccc(OC)c1" orbital_gap_ev=9.08 e_above_lowest_kcal_mol=58.2 mol_weight_g_mol=181.19 charge=0
H -4.438 -0.335 1.154 0.185
C -4.167 -0.901 0.212 -0.268
H 4.313 -1.378 -1.529 0.217
O 2.276 1.463 1.099 -0.622
H 0.756 2.380 -0.775 0.230
O 1.604 -0.155 -0.367 -0.523
C -1.313 2.076 -0.264 -0.173
N 3.830 -0.124 0.210 -0.678
C 0.300 0.344 -0.252 0.291
H -4.405 -0.399 -0.714 0.195
C 3.975 -1.463 -0.391 -0.434
H -0.321 -1.614 0.277 0.228
C -2.314 1.117 -0.089 -0.336
H 2.910 -1.989 -0.171 0.237
O -2.763 -1.234 0.336 -0.473
C -1.951 -0.245 0.156 0.337
H -3.333 1.313 0.053 0.211
C 2.540 0.470 0.433 0.891
C 0.005 1.680 -0.526 -0.257
H -4.715 -1.813 0.361 0.203
H -1.590 3.117 -0.451 0.216
H 4.767 -2.089 0.365 0.204
H 4.630 0.334 0.795 0.417
C -0.598 -0.556 0.077 -0.296

***

Record 5
24
Properties=species:S:1:pos:R:3:nbo_charge:R:1 method="wB97M-V/def2-TZVPD" homo_energy_ev=-8.41 total_energy_ha=-630.0270 smiles="N[C@@H](Cc1ccc(O)cc1)C(=O)O" orbital_gap_ev=8.90 e_above_lowest_kcal_mol=19.7 mol_weight_g_mol=181.19 charge=0
H 3.172 -2.055 -0.725 0.219
H 0.718 -2.215 -0.281 0.216
C 2.637 1.102 0.268 -0.306
C -1.838 0.220 -0.322 -0.164
C 2.629 -1.230 -0.263 -0.264
H -1.233 -1.272 1.024 0.249
O -4.282 0.417 -0.306 -0.672
O -3.336 -1.601 0.161 -0.569
C -0.904 -0.251 0.803 -0.428
N -1.733 1.672 -0.418 -0.845
H -3.865 1.307 -0.512 0.487
H 0.763 1.768 1.184 0.215
H 4.967 0.826 -0.618 0.478
C 0.562 -0.168 0.454 -0.064
H -1.514 -0.112 -1.328 0.224
H -1.125 0.302 1.738 0.210
O 4.673 -0.081 -0.450 -0.653
C 1.337 0.999 0.670 -0.166
C -3.244 -0.445 -0.155 0.773
C 3.367 -0.007 -0.135 0.302
H 3.233 2.014 0.447 0.205
C 1.236 -1.283 -0.036 -0.181
H -1.969 2.082 -1.301 0.373
H -2.154 2.158 0.357 0.362

***

Record 6
24
Properties=species:S:1:pos:R:3:nbo_charge:R:1 method="wB97M-V/def2-TZVPD" homo_energy_ev=-8.99 total_energy_ha=-629.8417 smiles="O=[N+]([O-])OCCCc1ccccc1" orbital_gap_ev=9.20 e_above_lowest_kcal_mol=135.9 mol_weight_g_mol=181.19 charge=0
C -3.236 -0.137 0.296 -0.217
C -3.038 -1.493 0.212 -0.209
C -0.953 0.248 -0.415 -0.017
H -2.248 1.778 0.373 0.207
C -1.844 -1.987 -0.365 -0.195
H -1.780 -2.982 -0.579 0.205
H 1.615 -0.334 1.114 0.213
N 3.626 -0.836 -0.039 0.720
H 0.345 2.132 1.079 0.223
C 1.033 1.659 0.294 -0.410
C 0.066 1.245 -0.806 -0.433
O 3.220 -1.706 0.768 -0.404
H -3.761 -2.240 0.389 0.212
C -0.762 -1.153 -0.575 -0.217
O 4.645 -0.764 -0.604 -0.286
H 1.737 2.422 0.006 0.220
C -2.217 0.708 0.095 -0.207
H -4.241 0.257 0.568 0.216
H 2.615 0.811 1.523 0.185
H 0.686 0.916 -1.631 0.225
C 1.924 0.583 0.772 -0.095
H 0.230 -1.499 -1.006 0.220
H -0.327 2.229 -1.061 0.220
O 2.665 0.143 -0.409 -0.375